# 1
85
Properties=species:S:1:pos:R:3:mulliken_charge:R:1 method="wB97M-V/def2-TZVPD" gap_ev=7.0 e_above_lowest_kj_mol=86.6 homo_ev=-15.61 multiplicity=1 total_energy_ha=-10008.1518 e_lumo_ev=-8.57 total_charge=+3
Zr 0.2763 -0.3253 0.0219 -0.85
C -0.5059 -3.1143 -3.3373 -1.48
C 0.1077 -1.9672 -2.8604 -0.74
N -0.4697 -1.5644 -1.7219 1.81
N -1.4649 -2.4497 -1.4551 0.15
C -1.5022 -3.3824 -2.4152 -0.36
B -2.4710 -2.2200 -0.3062 0.13
N -1.7955 -2.4851 1.0581 -0.17
C -2.1759 -3.3646 1.9807 -0.17
C -1.3151 -3.2772 3.0647 -1.43
C -0.4199 -2.2915 2.7089 -0.53
N -0.7063 -1.7810 1.4924 1.22
N -2.9010 -0.7506 -0.2681 -0.53
C -4.1329 -0.2456 -0.3639 -0.31
C -4.0653 1.1226 -0.1709 -1.36
C -2.7182 1.3727 0.0352 -0.39
N -2.0041 0.2367 -0.0022 1.51
H -0.2827 -3.6589 -4.2379 0.55
H 0.9247 -1.4012 -3.2812 0.53
H -2.2568 -4.1520 -2.3888 0.53
H -3.4092 -2.9428 -0.4301 -0.05
H -3.0294 -3.9990 1.8024 0.54
H -1.3451 -3.8559 3.9711 0.53
H 0.4444 -1.9643 3.2485 0.82
H -4.9724 -0.8986 -0.5412 0.51
H -4.8796 1.8259 -0.1606 0.51
H -2.2407 2.3141 0.2352 0.30
C 2.9952 -1.4485 4.7736 -0.85
N 1.8380 -0.5757 4.5474 0.16
C 0.9271 -0.2181 5.5301 -0.64
C 0.0175 0.5885 4.9644 -0.54
N 0.3804 0.7385 3.6209 0.68
C 1.4967 -0.0075 3.3842 -0.44
S 2.2723 -0.2855 1.8895 -0.18
C -0.0456 1.8169 2.8020 0.45
C -0.5120 2.9560 3.4454 -0.89
C -0.7525 4.0951 2.7063 -1.20
C -0.4806 4.0677 1.3480 -0.87
C -0.0616 2.8831 0.7871 -0.10
N 0.1255 1.7357 1.4761 0.79
H 2.7242 -2.1845 5.5253 0.37
H 3.8382 -0.8527 5.1154 0.36
H 3.2451 -1.9414 3.8380 0.34
H 1.0059 -0.5896 6.5372 0.53
H -0.8648 1.0382 5.3801 0.58
H -0.6188 2.9789 4.5181 0.54
H -1.1033 4.9947 3.1941 0.47
H -0.6042 4.9458 0.7313 0.44
H 0.1034 2.8007 -0.2799 -0.20
Br 5.8890 0.8399 -3.8905 -0.03
C 4.5286 0.5768 -2.6616 -0.47
C 3.8771 1.6564 -2.0788 -0.89
C 2.8028 1.4065 -1.2549 -0.50
N 2.3863 0.1681 -0.9304 1.25
C 3.1407 -0.8648 -1.3626 0.83
C 4.1544 -0.7103 -2.2872 -1.06
C 2.8297 -2.1871 -0.7785 0.44
C 3.7532 -3.2137 -0.8080 -0.82
C 3.4055 -4.4470 -0.2728 -0.54
Br 4.6076 -5.8613 -0.2879 -0.05
C 2.1352 -4.6026 0.2576 -1.06
C 1.2861 -3.5138 0.2786 -0.52
N 1.6199 -2.3055 -0.1984 1.49
H 4.1689 2.6746 -2.2908 0.53
H 2.2441 2.2273 -0.8327 0.52
H 4.6702 -1.5688 -2.6895 0.61
H 4.7345 -3.0623 -1.2316 0.62
H 1.7996 -5.5493 0.6560 0.53
H 0.2918 -3.6342 0.6734 0.43
C -3.0320 0.9279 -3.6247 -0.85
N -2.6225 2.2784 -3.2402 0.31
C -3.3872 3.4071 -3.4261 -0.36
C -2.6110 4.4671 -3.1120 -0.60
N -1.3817 3.9704 -2.7329 0.25
C -0.1983 4.7981 -2.5090 -0.76
C -1.4078 2.6225 -2.7785 -0.32
Se 0.0257 1.4472 -2.5539 0.11
H -3.9645 1.0106 -4.1753 0.35
H -3.1736 0.3153 -2.7410 0.18
H -2.2666 0.4940 -4.2631 0.38
H -4.3928 3.3548 -3.8047 0.51
H -2.8052 5.5239 -3.1653 0.51
H -0.4206 5.8029 -2.8566 0.38
H 0.6323 4.3944 -3.0822 0.33
H 0.0656 4.8402 -1.4565 0.18

# 2
9
Properties=species:S:1:pos:R:3:mulliken_charge:R:1 method="wB97M-V/def2-TZVPD" gap_ev="7.5 / 5.1" e_above_lowest_kj_mol=315.1 homo_ev="-9.33 / -8.12" multiplicity=1 total_energy_ha=-2562.7132 e_lumo_ev="-1.79 / -2.99"
C -0.7751 -0.4495 0.6802 -0.61
P -2.9968 1.2631 -0.6576 0.36
P -2.1471 -0.8261 -0.1843 0.23
Cl -3.6828 1.9474 1.0334 -0.04
Cl -4.6554 0.5250 -1.5920 -0.17
Cl -4.8168 -0.0068 2.3666 -0.27
Cl -1.5851 -1.5320 -1.8759 -0.19
H 0.1141 -0.4034 0.1286 0.33
H -0.7535 -0.2542 1.7167 0.36

# 3
237
Properties=species:S:1:pos:R:3:mulliken_charge:R:1 method="wB97M-V/def2-TZVPD" gap_ev=8.9 e_above_lowest_kj_mol=168.5 homo_ev=-8.57 multiplicity=1 total_energy_ha=-4330.0318 e_lumo_ev=0.34
C -27.5876 4.3360 12.5520 -0.01
C -28.0058 5.3916 11.5584 0.14
O -26.8524 5.7710 10.7417 -0.66
O -26.9337 3.2743 11.9104 -0.17
H -28.3642 3.8790 13.1336 -0.23
H -26.8401 4.7770 13.2284 0.31
H -28.2279 6.3401 12.1432 0.24
H -28.8694 5.1189 10.9008 -0.30
H -26.9497 5.3908 9.8590 0.44
H -26.0843 3.5102 11.4879 0.02
C -31.9860 6.5535 12.1016 -0.36
C -32.0796 6.2971 10.6474 -0.64
O -31.8916 4.8210 10.4449 -0.47
O -33.0533 5.7664 12.6735 -0.59
H -32.0881 7.5987 12.3091 0.50
H -31.0468 6.2041 12.4950 0.17
H -31.2859 6.9227 10.1946 0.31
H -33.0462 6.6282 10.2853 0.40
H -32.5574 4.5340 11.1185 0.24
H -33.2119 6.1164 13.5622 0.31
C -24.5799 2.0890 9.3042 0.50
C -23.5010 2.6176 10.2751 -0.54
O -24.0137 3.7050 11.0503 -0.57
O -24.1498 0.9598 8.6205 -0.36
H -24.8241 2.8517 8.5659 0.07
H -25.5079 1.9406 9.8410 -0.36
H -22.5566 2.9504 9.7483 0.23
H -23.3200 1.7565 11.0220 0.38
H -24.3348 4.3697 10.4156 0.28
H -23.9332 0.2702 9.3036 0.19
C -26.7771 -2.2153 9.1776 1.96
C -26.0639 -2.3220 10.4622 -0.60
O -25.5680 -1.0283 10.7779 -0.41
O -25.9770 -1.6634 8.1013 1.64
H -27.7761 -1.7502 9.2785 -1.05
H -26.9642 -3.2265 8.8116 -0.80
H -25.2659 -3.0247 10.3671 0.27
H -26.7243 -2.8551 11.2366 -0.09
H -26.0145 -0.6448 11.6085 0.40
H -25.7256 -0.7458 8.2010 -1.11
C -26.3623 -3.9339 3.9411 -1.25
C -25.8201 -2.9544 4.9582 2.11
O -26.9173 -2.6243 5.8281 3.05
O -26.8610 -5.1601 4.5170 -0.66
H -25.6103 -4.2689 3.3190 0.74
H -27.1169 -3.3731 3.2873 0.19
H -25.4289 -2.0949 4.4539 -1.41
H -24.9620 -3.3849 5.4588 -0.51
H -26.5882 -2.2592 6.6649 -1.31
H -27.8061 -5.0611 4.6757 0.36
C -23.9384 0.1261 2.6149 -1.02
C -22.9311 -0.2627 3.6811 -0.19
C -23.4877 0.1207 5.0465 0.27
O -23.9707 1.4647 5.1350 0.23
C -22.8766 2.3104 5.2461 -0.97
N -22.7550 -1.7048 3.5937 -0.42
H -24.0583 1.2088 2.5085 0.33
H -24.9623 -0.2303 2.9197 -0.04
H -23.7098 -0.3030 1.6351 0.44
H -22.0305 0.2724 3.5200 0.43
H -22.7085 -0.0898 5.7959 0.56
H -24.3647 -0.6066 5.2258 -0.87
H -23.2275 3.3557 5.0058 0.20
H -22.0849 2.0874 4.5531 0.35
H -22.4887 2.3219 6.2589 0.25
H -22.3506 -2.1692 4.4291 0.14
H -23.5729 -2.1837 3.3103 0.16
C -30.2558 -0.2919 10.0609 -0.61
C -29.0580 0.6142 9.6625 0.28
C -28.8176 0.8737 8.1800 2.08
O -27.4907 1.2538 7.8970 2.04
C -27.1469 1.1829 6.4998 1.04
N -29.1776 1.8155 10.4316 0.64
H -31.2123 0.1651 9.7536 0.13
H -30.2094 -0.3138 11.1564 -0.08
H -30.2222 -1.2298 9.4586 -0.45
H -28.1691 0.0821 9.9831 -0.50
H -29.5008 1.5899 7.7540 -0.18
H -29.0376 -0.0777 7.5452 -1.35
H -27.3032 0.1547 6.1083 -0.45
H -26.0995 1.5407 6.4858 -0.37
H -27.7277 1.9129 5.9030 -0.95
H -29.7368 2.5219 9.9847 -0.23
H -28.2841 2.0534 10.7440 -0.55
C -26.4262 4.6660 6.1262 -1.57
C -27.7064 4.8731 6.9614 0.56
C -28.9787 4.4346 6.0861 0.86
O -30.1911 5.1441 6.2947 -0.45
C -30.3130 6.3799 5.6198 -0.94
N -27.6605 4.2748 8.2954 -0.01
H -26.3727 3.5878 5.9918 0.14
H -25.5484 5.0234 6.6512 0.37
H -26.4101 5.1647 5.1969 0.60
H -27.8448 5.9813 7.1043 0.42
H -29.1809 3.3763 6.3215 -0.40
H -28.7409 4.5429 5.0447 -0.23
H -31.3585 6.5121 5.1724 0.28
H -29.6137 6.4696 4.7620 0.29
H -29.9854 7.1668 6.2790 0.33
H -28.5932 4.3012 8.7328 0.16
H -27.3562 3.2838 8.2825 -0.90
C -29.6142 -0.0955 1.0429 -1.60
C -28.4703 0.1711 2.0294 0.24
C -28.5859 1.4092 2.9231 0.99
O -28.5961 2.5360 2.0519 -0.47
C -28.7530 3.8224 2.6082 -0.43
N -28.2892 -1.0477 2.8440 -0.32
H -29.7467 0.7442 0.3163 0.35
H -30.5361 -0.2917 1.5175 0.33
H -29.2867 -0.9871 0.4989 0.42
H -27.4731 0.2488 1.4930 0.26
H -27.6660 1.4660 3.5660 -0.30
H -29.4345 1.4147 3.6101 -0.30
H -29.6897 3.8938 3.1846 0.21
H -28.9185 4.4986 1.7508 0.32
H -27.7753 4.1633 3.0890 0.09
H -27.5831 -0.9054 3.5585 -0.16
H -29.2140 -1.2981 3.2516 0.07
C -32.1706 2.1493 5.5390 -1.21
C -32.7507 2.5249 6.8933 0.37
C -33.4888 1.3840 7.5910 0.35
O -34.5675 1.0265 6.7126 -0.44
C -35.2382 -0.1558 7.1324 -0.61
N -31.7737 3.0476 7.8584 0.43
H -31.5756 1.2512 5.5435 -0.19
H -31.5406 2.9824 5.1731 0.29
H -32.9790 1.9982 4.8317 0.69
H -33.4190 3.3379 6.6681 0.42
H -33.7427 1.6032 8.6542 0.36
H -32.7961 0.5179 7.6928 -0.53
H -36.0357 0.0662 7.8214 0.32
H -34.4122 -0.8300 7.5884 0.13
H -35.5757 -0.5948 6.1983 0.26
H -31.1340 3.6317 7.2850 -0.51
H -32.1393 3.6040 8.6294 0.02
C -27.2178 -7.1721 8.0037 -1.69
C -27.0502 -5.9227 8.8889 2.52
C -28.2632 -5.8632 9.7203 -1.02
O -28.2688 -4.7465 10.5901 -0.13
C -29.4625 -4.6740 11.3104 -0.81
N -25.8382 -5.9878 9.6389 -0.52
H -26.4603 -7.1549 7.2108 0.39
H -28.1603 -7.1276 7.5119 0.35
H -27.2101 -8.1467 8.6067 0.39
H -26.9441 -4.9904 8.3028 -1.17
H -28.2141 -6.7381 10.3367 0.55
H -29.1922 -5.7905 9.1891 0.09
H -29.2502 -4.0549 12.1504 0.24
H -29.7928 -5.6584 11.6770 0.39
H -30.2949 -4.2788 10.7479 0.23
H -25.6452 -5.2128 10.2632 0.12
H -25.6298 -6.8486 10.1848 0.28
C -32.2488 -6.2429 7.6671 -1.03
C -33.7116 -5.8658 7.7693 0.35
C -33.8258 -4.7504 8.8261 -0.34
O -33.2768 -5.1970 10.0330 -0.29
C -33.3041 -4.2815 11.0896 -0.83
N -34.3766 -5.3195 6.5597 -0.53
H -31.9883 -6.8322 8.5874 0.34
H -31.5969 -5.3264 7.7254 -0.01
H -32.0538 -6.8335 6.7299 0.42
H -34.3306 -6.7399 8.1715 0.25
H -34.9099 -4.4791 8.7997 0.27
H -33.2216 -3.9481 8.4447 0.02
H -32.9590 -3.2541 10.7917 0.27
H -32.6183 -4.7415 11.8107 0.35
H -34.3052 -4.2531 11.6287 0.34
H -34.3423 -5.9690 5.7913 0.23
H -35.3343 -5.1127 6.7722 0.21
C -32.3835 -2.1506 14.3350 -0.90
C -32.6763 -0.7351 14.8971 0.26
C -32.2436 0.3541 13.8928 0.06
O -32.4709 1.5815 14.4832 -0.51
C -31.8610 2.5374 13.6840 -0.20
N -34.0891 -0.4831 15.2893 -0.78
H -32.9247 -2.2419 13.3591 0.16
H -32.6348 -2.9574 15.0377 0.42
H -31.2933 -2.2728 14.0868 0.05
H -32.1656 -0.5169 15.8191 0.26
H -32.8341 0.2424 13.0086 0.39
H -31.1664 0.2850 13.7353 -0.29
H -32.1257 3.5244 14.0801 0.27
H -32.2418 2.5222 12.6663 0.24
H -30.7658 2.4132 13.5672 -0.06
H -34.7341 -0.7423 14.5954 0.27
H -34.1380 0.5247 15.3210 0.31
C -27.7083 -1.6937 14.0129 -1.40
C -27.8867 -0.1710 13.8224 1.80
C -28.0317 0.5943 15.1357 -1.17
O -28.1442 1.9206 14.8114 0.12
C -28.2329 2.7823 15.9525 -0.97
N -26.5913 0.2938 13.0862 -0.41
H -27.7055 -2.1357 12.9982 0.00
H -28.4923 -2.0862 14.5998 0.54
H -26.7947 -1.9029 14.5306 0.46
H -28.7045 0.1426 13.0680 -0.98
H -27.2173 0.3175 15.7770 0.47
H -28.9775 0.3491 15.6189 0.35
H -28.4406 3.7956 15.6435 0.23
H -27.3154 2.8276 16.5798 0.26
H -29.0637 2.4292 16.5235 0.40
H -25.8315 0.0470 13.7325 0.27
H -26.5762 1.3317 12.8526 0.01
C -29.6803 -3.3355 7.2159 -0.98
C -30.3729 -3.1995 5.8816 0.75
C -30.8608 -1.7410 5.7793 1.02
O -31.5538 -1.4853 4.5832 -0.40
C -32.9249 -1.8232 4.5520 -0.64
N -29.5588 -3.6641 4.7788 -0.33
H -29.1177 -4.2611 7.2931 -0.02
H -30.3883 -3.2395 8.0655 0.43
H -28.8715 -2.5977 7.2942 -0.64
H -31.2710 -3.8557 5.9648 0.16
H -29.9431 -1.1187 5.8226 -0.64
H -31.5464 -1.4438 6.6271 0.02
H -33.3518 -1.4360 3.6056 0.22
H -33.4024 -1.2065 5.3440 0.15
H -33.0378 -2.8832 4.6920 0.34
H -30.0585 -3.4219 3.8959 0.42
H -28.7164 -3.0578 4.7775 -0.71
C -21.4273 -5.0608 3.8292 -1.05
C -20.8777 -4.9593 5.2523 0.73
C -21.9590 -4.7706 6.3119 -1.01
O -22.5387 -3.5277 6.3943 -0.17
C -23.3582 -3.4195 7.4938 -1.18
N -20.2322 -6.2530 5.5653 -0.71
H -20.7028 -5.0701 3.0276 0.37
H -22.0528 -4.1877 3.5533 0.11
H -22.0756 -5.9870 3.6691 0.31
H -20.1559 -4.1326 5.3660 0.23
H -21.5168 -4.9924 7.3047 0.30
H -22.7441 -5.5191 6.1920 0.38
H -22.8160 -3.3421 8.4204 0.61
H -24.0217 -4.2896 7.6016 0.69
H -23.9444 -2.4937 7.3861 -0.13
H -19.3226 -6.3535 5.2147 0.25
H -20.1874 -6.2305 6.5512 0.22